Entry from the OMol25 dataset: a structure of composition C13H38LiNO14 at a distorted geometry (the ωB97M-V functional and the def2-TZVPD basis).

As for the LUMO energy: -0.1071 hartree. The calculation puts the strongest force on any atom at 3.3 eV/A. Its spin multiplicity is 1.

Element x y z (Å)
Li -3.94517 5.13372 -3.00187
N -1.38602 1.60368 -1.43564
O -1.30283 1.54276 -0.22010
O -0.83324 0.84266 -2.22849
O -2.24349 2.32257 -1.99414
C 3.32984 1.30512 3.91716
C 3.00806 0.08150 3.12115
C 2.02668 -0.92322 3.74306
O 2.56540 0.49339 1.84997
H 3.88476 1.03993 4.81707
H 2.39863 1.67182 4.34900
H 3.83951 2.03841 3.29217
H 3.93606 -0.45760 2.93064
H 2.57865 -1.36478 4.57280
H 1.67636 -1.79283 3.18705
H 1.04306 -0.58059 4.06432
H 1.62372 0.61292 1.99328
C 3.76902 -3.80418 -3.10337
C 2.77487 -3.28314 -2.09077
O 1.49644 -3.94098 -2.10123
O 3.43444 -3.11437 -4.42274
H 3.73721 -4.89221 -3.16063
H 4.83219 -3.64771 -2.92091
H 2.68831 -2.19667 -2.10462
H 3.24714 -3.34809 -1.11055
H 1.54015 -4.79611 -1.66712
H 4.24309 -3.25015 -4.92199
C -2.62147 4.88453 4.67215
C -1.98272 4.53769 6.03409
O -2.19958 3.20419 6.32461
O -4.07925 5.00061 4.58580
H -2.30844 4.23553 3.85428
H -2.19167 5.83093 4.34398
H -2.18415 5.18114 6.89053
H -0.91690 4.71105 5.88553
H -3.08459 2.97454 6.61724
H -4.30680 5.26878 3.69255
C 6.20509 3.05709 -1.45540
C 5.46717 2.82934 -2.72931
O 4.23414 2.13291 -2.65137
O 6.17939 1.89560 -0.69589
H 5.99943 3.97215 -0.89999
H 7.27706 3.18343 -1.60714
H 6.06548 2.17929 -3.36771
H 5.53588 3.71643 -3.35894
H 3.94122 1.99314 -1.74790
H 5.24514 1.72196 -0.55939
C -5.88692 0.63918 0.97264
C -5.60041 -0.82657 1.35998
O -4.77621 -1.33656 0.35653
O -6.61387 0.73746 -0.29484
H -5.08029 1.36332 1.08697
H -6.62423 0.78286 1.76248
H -6.51033 -1.40355 1.52495
H -5.08267 -0.92654 2.31395
H -3.89499 -0.97142 0.46490
H -7.32231 1.37904 -0.20490
C -2.32420 -4.66880 -5.75468
C -2.99944 -5.53236 -4.66900
O -3.79589 -4.72329 -3.88203
O -1.71151 -3.47846 -5.13071
H -2.98118 -4.39650 -6.58071
H -1.51878 -5.24592 -6.20891
H -2.23726 -5.93857 -4.00404
H -3.82288 -6.22145 -4.85666
H -4.08736 -5.28206 -3.15787
H -1.36648 -3.75619 -4.27899